84
Properties=species:S:1:pos:R:3:forces:R:3 method="wB97M-V/def2-TZVPD" total_energy_ev=-169088.0398 lumo_energy_ev="-0.20 / -0.20" orbital_gap_ha="0.239 / 0.238" multiplicity=4 charge=0
Er -0.300996 -0.016600 0.372881 0.116 1.140 0.086
C -1.110339 3.401050 0.899250 -0.040 -0.074 0.036
N -0.225056 2.513433 1.672826 0.050 -0.002 0.141
C 1.162827 3.001969 1.663172 -0.012 0.006 -0.091
C 1.796704 2.973283 0.297126 -0.075 -0.027 0.100
N 2.020024 1.620923 -0.257231 -0.078 -0.110 -0.091
C 2.178923 1.800378 -1.710697 0.075 0.041 0.164
C 3.225383 1.037119 0.333567 -0.003 -0.034 0.049
C 4.474457 1.393187 -0.173702 0.015 0.014 -0.011
C 5.645943 0.879071 0.351949 0.003 -0.005 -0.003
C 5.575591 -0.007838 1.417459 -0.005 0.009 -0.005
C 4.344745 -0.355864 1.936761 -0.009 0.014 0.007
C 3.145192 0.155364 1.419686 -0.045 -0.007 -0.100
S 1.653734 -0.353196 2.197064 -0.444 -0.088 -0.290
C -0.717575 2.444775 3.048566 0.031 -0.009 -0.020
C -0.353900 3.405296 3.988246 0.059 -0.008 0.009
C -0.821378 3.351097 5.291440 -0.021 -0.016 -0.015
C -1.671466 2.320774 5.664924 0.019 0.018 0.015
C -2.059755 1.380330 4.729865 0.008 -0.009 -0.042
C -1.609448 1.431355 3.406524 -0.064 0.016 0.050
S -2.266768 0.293131 2.248688 0.516 -0.204 -0.451
H -0.912703 4.458200 1.118273 -0.003 0.003 0.003
H -2.141940 3.181048 1.167572 0.003 -0.044 -0.026
H -0.990596 3.239582 -0.176009 0.018 0.026 -0.009
H 1.735166 2.392152 2.360889 -0.008 -0.003 0.019
H 1.212193 4.046017 1.995381 -0.002 0.011 0.006
H 2.756545 3.499907 0.363117 0.003 0.026 -0.085
H 1.178120 3.528198 -0.412076 -0.018 -0.018 -0.007
H 2.810385 2.663088 -1.951633 0.013 -0.014 -0.016
H 1.198017 1.968649 -2.148623 0.026 0.083 0.079
H 2.616669 0.909477 -2.146876 0.038 -0.010 0.055
H 4.544369 2.087399 -1.000779 -0.007 -0.003 0.003
H 6.599764 1.168165 -0.069177 0.002 -0.002 0.004
H 6.479029 -0.426484 1.842335 -0.004 -0.006 0.004
H 4.275425 -1.045771 2.767850 0.014 0.001 0.000
H 0.312364 4.213293 3.720273 0.000 -0.006 -0.007
H -0.517892 4.106886 6.003740 0.009 -0.012 0.009
H -2.032841 2.251754 6.683199 -0.007 -0.003 -0.005
H -2.729874 0.575732 5.003534 -0.010 0.013 0.012
O -0.959373 0.950358 -2.040175 0.271 -0.196 0.291
C -1.382490 -0.135241 -2.892689 0.014 -0.042 -0.016
C -0.615605 -0.172423 -4.194567 0.094 -0.041 0.097
C 0.901774 -0.221974 -4.008020 -0.106 -0.043 -0.014
C 1.437555 -1.363731 -3.178291 0.004 0.023 -0.055
C 2.058842 -2.433611 -3.813648 0.054 0.034 0.015
C 2.705019 -3.397975 -3.059536 -0.025 -0.030 0.010
C 2.713029 -3.265157 -1.683542 -0.029 -0.023 -0.051
C 2.019316 -2.207041 -1.123492 -0.002 0.137 0.016
N 1.374472 -1.278976 -1.838981 0.081 0.167 0.079
H -1.159868 1.791139 -2.462456 -0.079 0.009 0.067
H -2.452335 -0.059529 -3.081392 -0.041 0.012 0.070
H -1.199959 -1.043800 -2.314214 -0.058 -0.002 0.023
H -0.862432 0.716516 -4.784017 -0.027 -0.041 -0.079
H -0.961183 -1.043996 -4.757235 -0.027 0.022 -0.015
H 1.215887 0.710276 -3.544056 -0.038 -0.172 -0.201
H 1.374317 -0.269162 -4.990041 -0.014 0.020 -0.013
H 2.064456 -2.481224 -4.895032 -0.008 0.008 0.006
H 3.202082 -4.231299 -3.539028 0.014 0.011 -0.011
H 3.223155 -3.975396 -1.048616 -0.011 0.008 0.024
H 1.964777 -2.101327 -0.045194 0.066 0.092 -0.047
C 0.514714 -3.862940 1.205013 0.012 -0.027 -0.003
Si -0.819393 -2.842460 0.284996 -0.350 -0.519 0.327
C -1.111586 -3.880816 -1.306014 0.035 0.143 -0.054
C -2.343969 -3.293177 1.352924 0.015 0.023 -0.038
H 0.129328 -4.867793 1.405213 -0.017 0.000 -0.011
H 0.759193 -3.396030 2.161524 -0.010 0.001 0.005
H 1.448993 -3.975019 0.652271 -0.053 -0.090 0.066
H -1.154901 -4.940617 -1.037995 -0.006 -0.006 -0.009
H -0.316229 -3.758260 -2.047334 0.029 -0.004 -0.018
H -2.056440 -3.635781 -1.803009 0.023 -0.026 -0.017
H -2.496989 -4.377376 1.360389 0.003 -0.013 -0.001
H -3.271364 -2.823553 1.018499 0.002 -0.029 0.055
H -2.183342 -2.964345 2.382350 0.007 0.001 -0.007
Br -6.507698 2.434396 0.112086 0.020 -0.009 -0.001
C -5.470791 0.910626 -0.300499 -0.035 0.036 0.002
C -6.075156 -0.305551 -0.563550 0.020 -0.031 0.001
C -5.255881 -1.379609 -0.865763 -0.041 0.026 -0.011
C -3.883337 -1.186468 -0.891673 -0.003 0.034 -0.031
N -3.305802 -0.018115 -0.619719 0.024 -0.225 -0.002
C -4.091858 1.012020 -0.322468 0.036 0.023 -0.040
H -7.151030 -0.407395 -0.527530 -0.001 0.004 -0.003
H -5.672731 -2.355844 -1.070983 0.011 -0.004 0.000
H -3.216364 -2.006981 -1.125438 -0.018 0.028 0.005
H -3.607847 1.948331 -0.078424 0.003 0.004 0.015